# 1
This record from the OMol25 dataset describes a cluster of 2 separate species, C3H3Cl2FO in total in a non-equilibrium geometry. The level of theory is ωB97M-V with the def2-TZVPD basis set.

The largest force on an atom is 6.23 eV/Å. The total energy is -32960.97657 eV. The relative energy (zero: lowest compared OMol25 entry of this formula, charge and spin) is 175.1 kcal per mole. The highest occupied orbital energy is -9.6167 eV.

Geometry as ORCA input:
```
! wB97M-V def2-TZVPD RIJCOSX def2/J DEFGRID3
* xyz 0 1
Cl -3.01 -0.45 -0.17
Cl -1.06 2.11 -0.27
F -0.91 -1.80 -0.17
O 1.26 -1.04 -0.62
C 0.79 0.31 -0.01
C -1.36 -0.59 -0.23
C -0.57 0.40 -0.35
H 1.31 1.38 -0.34
H 1.20 0.50 1.09
H 2.34 -0.82 1.06
*
```

And the Löwdin charges, in e, turn out to be:
1. Cl 0.821
2. Cl 0.662
3. F 0.077
4. O -0.172
5. C -0.410
6. C -0.854
7. C -0.693
8. H 0.132
9. H 0.088
10. H 0.350

***

# 2
This record from the OMol25 dataset describes an isolated molecule of C2H4N4OS in a non-equilibrium geometry. The level of theory is ωB97M-V with the def2-TZVPD basis set.

The largest force on an atom is 1.43 eV/Å. The total energy is -20980.18830 eV. The relative energy (zero: lowest compared OMol25 entry of this formula, charge and spin) is 19.1 kcal per mole. The highest occupied orbital energy is -8.3972 eV. As for the structure (SMILES): Nc1nc(=S)on1N.

Geometry as ORCA input:
```
! wB97M-V def2-TZVPD RIJCOSX def2/J DEFGRID3
* xyz 0 1
S 3.57 -0.07 -0.01
O 1.21 1.03 -0.30
N -1.06 1.40 0.20
N -0.14 0.62 -0.47
N -1.25 -1.43 -0.09
N 1.10 -1.22 -0.03
C -0.10 -0.74 -0.17
C 1.95 -0.14 -0.11
H -1.23 2.23 -0.32
H -2.15 -0.92 -0.05
H -1.21 -2.39 0.19
H -0.69 1.63 1.15
*
```

And the Löwdin charges, in e, turn out to be:
1. S 0.655
2. O -0.046
3. N 0.092
4. N -0.122
5. N 0.183
6. N 0.128
7. C -0.426
8. C -0.924
9. H 0.090
10. H 0.126
11. H 0.115
12. H 0.127

***

# 3
This record from the OMol25 dataset describes a structure of composition C43H86InN2O2S in a non-equilibrium geometry. The level of theory is ωB97M-V with the def2-TZVPD basis set.

The largest force on an atom is 3.63 eV/Å. The total energy is -69066.53483 eV. The highest occupied orbital energy is -4.4104 eV.

Geometry as ORCA input:
```
! wB97M-V def2-TZVPD RIJCOSX def2/J DEFGRID3
* xyz -1 1
In 1.01 -2.65 -1.85
S -0.59 0.48 1.24
O 0.01 3.27 1.71
O 2.39 0.30 -4.20
N 0.07 2.51 -0.40
N 0.35 3.84 -0.46
C 0.50 -5.28 -0.08
C 1.03 -1.41 2.42
C 4.28 4.89 -2.79
C -11.21 -0.57 2.07
C -5.42 -3.46 0.79
C -10.08 -1.51 1.66
C 2.52 -2.01 -3.41
C 0.78 -4.05 2.25
C 4.09 -5.82 8.05
C 5.26 3.82 -2.78
C 3.13 -2.36 6.91
C -4.99 -2.03 0.48
C 0.32 4.28 0.81
C 3.74 2.37 -4.12
C -6.02 -4.61 -2.06
C 6.00 6.44 -5.17
C -0.14 2.18 0.89
C 2.58 -4.79 6.28
C -9.55 -0.64 -1.31
C 1.49 -4.69 1.00
C 3.42 -3.55 6.00
C 2.72 3.43 -4.12
C -8.82 -0.82 1.13
C -4.63 -4.47 -1.45
C 3.08 -0.51 -3.21
C 2.87 0.06 -1.77
C 0.19 -0.11 2.79
C 6.73 11.18 -5.52
C 6.56 7.48 -6.14
C 2.69 -5.36 7.69
C 6.40 10.12 -4.48
C -4.63 -4.56 0.08
C 0.14 -2.63 2.00
C 7.50 9.06 -4.34
C -10.83 0.36 3.22
C 2.98 4.69 -3.45
C 5.01 2.55 -3.44
C -3.55 -1.73 0.89
C 7.77 8.23 -5.59
C 3.35 1.07 -4.92
C 0.85 -4.90 -1.59
C -9.04 0.10 -0.08
C 1.70 -1.84 6.79
H -11.68 0.99 3.50
H 1.72 -5.48 -2.00
H -9.80 -2.13 2.52
H 2.01 -6.21 7.78
H 1.73 -1.08 1.59
H -6.69 -3.81 -1.74
H -10.53 -1.09 -1.13
H -10.46 -2.20 0.90
H 5.16 5.91 -5.63
H -3.41 -1.89 1.97
H 2.08 -5.57 1.39
H -9.72 0.91 0.18
H 8.56 7.51 -5.37
H -6.48 -3.57 0.56
H -5.96 -4.58 -3.15
H 3.35 -2.61 7.96
H 0.97 -2.60 7.09
H -8.86 -1.43 -1.61
H 0.51 5.34 1.08
H -0.65 -2.00 -2.12
H 2.13 -2.08 -4.47
H 3.40 -2.70 -3.36
H 6.24 3.98 -2.27
H 4.25 0.49 -5.27
H 7.66 11.70 -5.27
H 8.43 9.55 -4.04
H 4.48 -3.80 6.07
H -10.01 1.03 2.95
H -8.36 -0.24 1.93
H 1.75 3.27 -4.64
H 6.82 10.76 -6.52
H 7.24 8.40 -3.51
H -3.30 -0.69 0.67
H -0.16 -2.53 0.92
H 1.53 -4.57 6.06
H -4.18 -3.53 -1.78
H 4.44 -6.59 7.36
H 1.63 -2.02 -0.27
H 1.56 -3.91 3.07
H 1.80 0.28 -1.52
H 4.46 5.88 -2.32
H 0.92 0.64 3.22
H -11.55 0.02 1.22
H 1.68 -1.69 3.29
H -0.52 -0.41 3.60
H 8.17 8.87 -6.38
H 3.32 -0.67 -1.04
H 2.27 -4.02 0.54
H -3.59 -4.54 0.42
H 3.43 1.03 -1.67
H -0.05 -5.21 -2.20
H 1.49 -1.54 5.76
H 1.56 -0.97 7.43
H -10.53 -0.21 4.10
H -9.66 0.05 -2.15
H -5.11 -1.82 -0.59
H -3.99 -5.26 -1.84
H -2.84 -2.36 0.35
H -5.65 -1.34 1.01
H -6.47 -5.57 -1.78
H 6.86 6.96 -7.06
H 5.93 11.93 -5.55
H -5.34 -3.63 1.87
H -8.08 0.57 -0.33
H -8.09 -1.59 0.86
H -0.57 -5.04 0.16
H 6.27 10.61 -3.51
H 4.19 -0.59 -3.37
H -5.03 -5.53 0.38
H 0.59 -6.41 -0.04
H 2.88 -5.57 5.56
H 6.76 5.70 -4.91
H 5.77 8.18 -6.43
H 3.82 -1.55 6.65
H 3.25 -3.24 4.96
H 2.20 5.47 -3.49
H 4.10 -6.25 9.06
H 5.77 1.74 -3.41
H 4.81 -5.00 8.04
H 0.05 -4.80 2.66
H -0.84 -2.60 2.58
H 5.63 6.91 -4.25
H 2.84 1.45 -5.85
H -12.07 -1.17 2.39
H 5.45 9.65 -4.72
H 2.34 -4.62 8.43
*
```

Atom charges from the Löwdin analysis, given in e for atoms 1 to 99:
1. In 0.507
2. S 0.967
3. O 0.009
4. O -0.142
5. N 0.004
6. N 0.024
7. C -0.312
8. C -0.283
9. C -0.122
10. C -0.274
11. C -0.232
12. C -0.227
13. C -0.252
14. C -0.206
15. C -0.117
16. C -0.100
17. C -0.268
18. C -0.270
19. C -0.168
20. C -0.165
21. C -0.116
22. C -0.116
23. C -0.600
24. C -0.232
25. C -0.109
26. C -0.252
27. C -0.228
28. C -0.024
29. C -0.227
30. C -0.262
31. C -0.456
32. C -0.109
33. C -0.453
34. C -0.117
35. C -0.268
36. C -0.272
37. C -0.273
38. C -0.224
39. C -0.240
40. C -0.231
41. C -0.116
42. C -0.081
43. C -0.047
44. C -0.116
45. C -0.232
46. C -0.196
47. C -0.338
48. C -0.265
49. C -0.105
50. H 0.067
51. H 0.017
52. H 0.110
53. H 0.103
54. H 0.076
55. H 0.055
56. H 0.064
57. H 0.101
58. H 0.075
59. H 0.074
60. H 0.096
61. H 0.097
62. H 0.108
63. H 0.087
64. H 0.068
65. H 0.097
66. H 0.067
67. H 0.070
68. H 0.127
69. H -0.112
70. H 0.030
71. H 0.021
72. H 0.093
73. H 0.122
74. H 0.073
75. H 0.107
76. H 0.102
77. H 0.066
78. H 0.103
79. H 0.112
80. H 0.064
81. H 0.101
82. H 0.046
83. H 0.054
84. H 0.101
85. H 0.104
86. H 0.074
87. H -0.050
88. H 0.086
89. H 0.060
90. H 0.089
91. H 0.087
92. H 0.097
93. H 0.087
94. H 0.075
95. H 0.098
96. H 0.057
97. H 0.073
98. H 0.099
99. H 0.062

***

# 4
This record from the OMol25 dataset describes a cluster of 2 separate species, C4H10S2 in total in a non-equilibrium geometry. The level of theory is ωB97M-V with the def2-TZVPD basis set.

The largest force on an atom is 4.19 eV/Å. The total energy is -25978.66669 eV. The relative energy (zero: lowest compared OMol25 entry of this formula, charge and spin) is 53.4 kcal per mole. The highest occupied orbital energy is -8.9610 eV. As for the structure (SMILES): C=CC.CSS.

Geometry as ORCA input:
```
! wB97M-V def2-TZVPD RIJCOSX def2/J DEFGRID3
* xyz 0 1
S -3.15 -0.54 -2.05
S -1.63 0.83 -1.59
C 1.94 2.09 0.45
C 1.67 0.00 1.72
C 1.32 1.38 1.43
C -2.35 -2.10 -1.26
H 2.19 1.43 -0.45
H 2.29 -0.18 2.54
H -1.43 -1.98 -0.78
H -3.04 -2.54 -0.54
H 0.69 -0.53 1.82
H -1.08 0.28 -2.70
H -2.42 -2.77 -2.09
H 2.21 -0.54 0.89
H 0.92 1.99 2.23
H 1.86 3.17 0.35
*
```

And the Löwdin charges, in e, turn out to be:
1. S 0.315
2. S 0.264
3. C -0.018
4. C -0.143
5. C -0.270
6. C -0.404
7. H 0.077
8. H 0.049
9. H -0.002
10. H 0.020
11. H 0.083
12. H -0.198
13. H 0.003
14. H 0.091
15. H 0.091
16. H 0.043

***

# 5
This record from the OMol25 dataset describes a cluster of 2 separate species, C2H8NO in total in a non-equilibrium geometry. The level of theory is ωB97M-V with the def2-TZVPD basis set.

The largest force on an atom is 1.47 eV/Å. The total energy is -5734.49540 eV. The relative energy (zero: lowest compared OMol25 entry of this formula, charge and spin) is 9.0 kcal per mole. The highest occupied orbital energy is -16.1287 eV.

Geometry as ORCA input:
```
! wB97M-V def2-TZVPD RIJCOSX def2/J DEFGRID3
* xyz 1 1
O 2.02 1.57 0.70
N -0.50 0.71 -0.43
C -0.77 -1.69 -0.03
C -1.20 -0.36 -0.45
H -0.78 1.54 -0.94
H -0.11 -1.70 0.83
H -0.08 -2.01 -0.84
H 1.84 2.41 1.14
H -2.12 -0.32 -1.04
H 0.29 0.84 0.20
H 2.96 1.46 0.92
H -1.53 -2.45 -0.06
*
```

And the Löwdin charges, in e, turn out to be:
1. O -0.053
2. N 0.236
3. C -0.005
4. C -0.072
5. H 0.161
6. H 0.108
7. H 0.131
8. H 0.066
9. H 0.156
10. H 0.106
11. H 0.071
12. H 0.096

***

# 6
This record from the OMol25 dataset describes a cluster of 2 separate species, C7H5F3O2 in total in a non-equilibrium geometry. The level of theory is ωB97M-V with the def2-TZVPD basis set.

The largest force on an atom is 4.25 eV/Å. The total energy is -19580.71938 eV. The relative energy (zero: lowest compared OMol25 entry of this formula, charge and spin) is 137.0 kcal per mole. The highest occupied orbital energy is -8.2703 eV. As for the structure (SMILES): C/C(O)=C(\F)C=C=O.FC#CF.

Geometry as ORCA input:
```
! wB97M-V def2-TZVPD RIJCOSX def2/J DEFGRID3
* xyz 0 1
F 1.82 0.52 -3.13
F 3.89 -1.28 -0.65
F -2.83 0.92 0.17
O 0.45 -0.61 0.69
O 0.77 1.43 3.21
C -0.04 1.59 2.37
C 2.37 -0.14 -2.14
C -1.26 -1.46 -0.87
C -1.55 0.70 0.54
C -1.03 1.69 1.53
C 3.36 -0.62 -1.60
C -0.82 -0.39 0.23
H -2.14 -1.04 -1.41
H -0.40 -1.53 -1.47
H -1.75 2.57 1.42
H 0.74 -0.06 1.42
H -1.57 -2.29 -0.32
*
```

And the Löwdin charges, in e, turn out to be:
1. F 0.085
2. F 0.118
3. F 0.050
4. O 0.053
5. O 0.169
6. C -0.194
7. C -0.088
8. C 0.034
9. C -0.257
10. C -0.011
11. C -0.113
12. C -0.274
13. H 0.089
14. H 0.050
15. H 0.159
16. H 0.071
17. H 0.060

***

HOMO-LUMO gap (eV)
6.797; 8.716; 6.721; 9.516; 11.319; 8.387